(1)
97
Properties=species:S:1:pos:R:3:forces:R:3:mulliken_charge:R:1 method="wB97M-V/def2-TZVPD" homo_ev=-9.0 total_energy_ha=-3677.9694 homo_lumo_gap_ev=7.188 spin_multiplicity=1
N 7.47383 2.89165 -0.17360 0.0 0.9 0.1 -0.4300
C 6.22615 3.47645 -0.14502 -4.2 0.2 -0.5 0.4815
N 5.80951 4.93291 0.06776 -4.0 -5.6 -1.3 -0.5463
C 4.29570 4.84184 -0.07064 4.2 -4.5 -0.4 0.0614
N 3.93234 3.38948 -0.35261 -0.5 3.1 0.4 0.5552
C 2.54921 2.77962 -0.53019 -6.5 -4.2 -0.8 0.2963
O 1.45822 3.48497 -0.16971 6.9 -2.8 -1.7 -0.6677
O 2.44506 1.38400 -1.05541 2.0 8.0 2.9 -0.5440
N 5.04569 2.56613 -0.40232 4.1 5.3 1.1 -0.3258
H 7.56616 1.83563 -0.08036 -0.1 2.4 -0.3 0.2461
H 8.31383 3.51832 -0.36030 -1.7 -1.5 0.6 0.2749
H 3.59016 5.77593 0.04140 1.3 -2.6 -0.4 0.3595
H 5.16710 1.54378 -0.57059 -1.5 1.2 -0.1 0.2351
C 3.96558 3.13813 5.86597 -0.2 0.0 0.2 -0.8084
C 4.46363 2.98155 4.63790 1.7 -0.3 0.3 0.2379
C 3.59038 3.05431 3.43384 -0.6 0.0 -0.7 0.7879
O 4.07983 2.92533 2.31723 0.1 0.0 1.0 -0.4175
C 2.15065 3.27712 3.63912 0.4 -0.1 -0.4 -0.8188
C 1.65228 3.43022 4.86747 -1.9 0.3 -0.2 0.4093
C 2.52973 3.38495 6.06920 0.2 0.0 1.1 0.7531
O 2.04521 3.54743 7.18410 0.1 -0.1 -1.0 -0.6093
O 0.29980 3.63723 5.06777 2.0 -0.2 0.5 -0.5606
O 5.81176 2.74662 4.43918 -1.7 0.3 -0.6 -0.6029
H 4.58921 3.08987 6.74975 0.0 0.0 -0.1 0.4175
H 1.52467 3.31002 2.75662 0.0 0.0 -0.1 0.5411
H 0.18963 3.71894 6.04024 0.0 0.0 -0.4 0.3429
H 5.92275 2.67095 3.46644 -0.1 0.1 0.4 0.3110
C 4.88940 -2.45584 -3.42716 -0.1 0.2 0.1 -0.9310
C 4.57416 -3.55942 -4.10794 1.5 -1.0 0.2 0.4151
C 3.25318 -3.70276 -4.78032 -1.0 -0.1 -0.4 0.8779
O 2.99934 -4.72078 -5.41452 0.5 0.4 0.5 -0.6623
C 2.28951 -2.59885 -4.64874 0.4 -0.4 -0.3 -0.7822
C 2.60365 -1.49682 -3.96501 -1.7 1.3 -0.2 0.4280
C 3.93456 -1.34235 -3.31621 0.7 0.5 0.6 0.8932
O 4.20097 -0.31000 -2.71005 -0.2 -0.7 -0.6 -0.5274
O 1.70174 -0.45668 -3.83509 1.9 -1.2 0.2 -0.5951
O 5.46548 -4.61126 -4.21437 -1.6 0.9 -0.3 -0.6048
H 5.84676 -2.33745 -2.93547 -0.1 0.0 0.0 0.4072
H 1.32658 -2.72347 -5.12725 0.1 0.0 0.0 0.4347
H 2.16402 0.22396 -3.29888 -0.3 0.0 0.1 0.2476
H 5.00544 -5.28927 -4.75561 0.2 0.3 0.2 0.3591
C 1.55494 -6.34835 -2.24711 0.0 0.4 0.0 -0.9715
C 0.85703 -7.43824 -1.92188 1.1 -1.5 -0.6 0.4322
C -0.46764 -7.33645 -1.24918 -0.9 -0.3 0.5 0.7761
O -1.09427 -8.35514 -0.97969 0.7 0.6 -0.3 -0.6117
C -0.97528 -5.99381 -0.92634 0.0 -0.4 0.0 -0.8092
C -0.27561 -4.90418 -1.24855 -1.1 1.4 0.6 0.0718
C 1.03578 -5.00538 -1.94578 0.9 0.2 -0.5 0.9816
O 1.64705 -3.98523 -2.24546 -0.6 -0.6 0.5 -0.4644
O -0.74551 -3.63941 -0.94567 1.4 -1.4 -0.7 -0.4819
O 1.33976 -8.70394 -2.19954 -1.3 1.4 0.7 -0.5807
H 2.51802 -6.40773 -2.73831 -0.1 0.0 0.0 0.4340
H -1.93095 -5.93477 -0.42142 0.0 0.0 0.0 0.5712
H -0.06153 -3.01972 -1.28132 -0.3 -0.1 0.1 0.2531
H 0.65301 -9.32330 -1.86932 0.3 0.3 -0.1 0.3430
C -6.08506 -0.78878 -1.25583 0.0 -0.1 -0.4 -0.8360
C -5.47891 -0.81466 -0.06729 -1.2 1.1 1.2 0.3835
C -4.17152 -1.50275 0.11954 0.9 -0.4 0.2 0.8792
O -3.62952 -1.49347 1.21916 -0.6 0.1 -0.5 -0.6539
C -3.57726 -2.18082 -1.04307 0.0 0.1 0.4 -0.7762
C -4.18527 -2.15776 -2.23069 1.1 -0.9 -1.0 0.2072
C -5.47863 -1.44634 -2.42363 -0.9 0.4 -0.5 0.7990
O -6.00428 -1.42709 -3.53154 0.6 -0.2 0.6 -0.6244
O -3.63370 -2.79523 -3.32686 -1.3 1.0 0.9 -0.5521
O -6.04411 -0.20109 1.03552 1.4 -1.1 -1.2 -0.6035
H -7.03444 -0.29042 -1.40628 0.1 0.0 0.0 0.4260
H -2.63570 -2.69223 -0.88920 -0.1 0.1 0.0 0.7218
H -4.26000 -2.63259 -4.06564 0.3 0.0 0.3 0.3445
H -5.41486 -0.35863 1.77275 -0.4 0.1 -0.2 0.3685
C -1.21961 7.37836 -1.06989 -0.2 0.7 -0.1 -0.7214
C -0.33115 6.46276 -1.46106 -0.3 -2.1 1.4 0.2901
C 0.62832 6.73838 -2.56609 0.7 -0.2 -0.7 0.9655
O 1.44578 5.88434 -2.89074 -0.6 0.5 0.4 -0.5822
C 0.55011 8.04558 -3.23669 0.2 -0.3 0.0 -0.9963
C -0.34073 8.95975 -2.84766 0.3 1.4 -1.2 0.3742
C -1.28128 8.69413 -1.72473 -0.8 -0.1 0.9 0.9152
O -2.07656 9.56094 -1.37783 0.6 -0.3 -0.5 -0.6182
O -0.42150 10.18928 -3.47529 -0.5 -1.4 1.3 -0.5692
O -0.26899 5.22285 -0.85206 0.1 2.4 -1.7 -0.4946
H -1.92134 7.19215 -0.26664 0.1 0.0 -0.1 0.4412
H 1.24127 8.22619 -4.04996 0.0 0.0 0.0 0.4141
H -1.14044 10.67193 -3.01196 0.3 -0.2 -0.2 0.3487
H 0.45392 4.74255 -1.31140 -0.1 -0.3 0.5 0.2645
C -5.82330 -3.25984 3.20237 -0.2 0.3 0.1 -0.5294
C -5.63837 -4.55234 3.47797 1.0 -0.6 -1.5 0.2158
C -6.15016 -5.15522 4.73981 -0.2 -0.7 0.8 0.7968
O -5.98147 -6.35001 4.95672 0.0 0.8 -0.4 -0.6198
C -6.84486 -4.27475 5.69205 0.1 -0.3 -0.1 -0.9244
C -7.02664 -2.98154 5.41781 -0.9 0.7 1.5 0.3108
C -6.53914 -2.38520 4.14389 0.2 0.6 -0.8 1.0360
O -6.73738 -1.19734 3.91186 0.1 -0.7 0.4 -0.6263
O -7.67628 -2.14779 6.30946 0.9 -0.5 -1.7 -0.5728
O -4.96419 -5.38006 2.59906 -1.0 0.5 1.6 -0.5338
H -5.45857 -2.80907 2.28799 0.0 -0.1 0.1 0.3366
H -7.19602 -4.72187 6.61319 0.0 0.0 -0.1 0.4091
H -7.68264 -1.26342 5.88243 0.0 -0.4 0.2 0.3555
H -4.96318 -6.26562 3.02339 0.0 0.4 -0.2 0.3478



(2)
14
Properties=species:S:1:pos:R:3:forces:R:3:mulliken_spin:R:1 method="wB97M-V/def2-TZVPD" homo_ev="-7.2 / -9.6" total_energy_ha=-1266.0567 s_squared=2.022 homo_lumo_gap_ev="6.425 / 6.306" spin_multiplicity=3
C 0.46410 -0.43778 1.56858 -1.6 0.8 1.2 0.0592
C 0.79248 1.45924 -1.17617 0.4 -3.0 1.3 -0.0396
C -0.46723 1.35318 -0.83175 1.3 2.3 -0.7 0.7649
C -1.25862 -0.67170 -0.21749 -1.9 -3.3 0.1 0.6154
N 1.70032 -0.83426 1.63922 -0.4 0.6 1.5 0.0069
N 1.88787 -1.64837 0.60883 1.5 -0.2 -0.8 0.0726
N 0.87542 -1.70744 -0.13471 -0.2 -1.2 -1.0 0.0082
N -0.09329 -1.01122 0.45371 -0.4 1.2 0.5 0.0313
I -1.95322 2.76331 -0.86014 0.0 0.1 -0.1 0.1975
I -2.99287 -0.43641 1.02855 0.6 -0.1 -0.2 0.1128
I -1.62482 -1.95557 -1.93088 0.1 0.8 0.7 0.1255
H -0.15726 0.16490 2.31222 1.3 -0.9 -1.3 -0.0034
H 1.27078 2.33617 -1.41742 0.7 2.2 -0.9 0.0220
H 1.55634 0.62596 -1.04254 -1.3 0.7 -0.2 0.0266



(3)
161
Properties=species:S:1:pos:R:3:forces:R:3:mulliken_charge:R:1 method="wB97M-V/def2-TZVPD" homo_ev=-22.1 total_energy_ha=-5695.3720 charge=+7 homo_lumo_gap_ev=7.606 spin_multiplicity=1
C -4.16762 1.70741 0.22301 -0.4 -0.8 0.4 -0.8731
N -4.15047 1.65594 1.72685 0.7 0.7 0.5 0.1582
C -3.56269 0.61021 2.38185 -0.4 1.2 -0.6 -0.7866
C -3.30404 0.73054 3.73238 0.4 0.3 0.0 -0.5366
C -3.56668 1.93306 4.39546 -0.5 0.4 -0.1 0.8275
C -4.22037 2.98651 3.74978 0.5 -1.3 -1.5 -0.8341
C -4.49373 2.80379 2.37002 0.4 -0.1 1.4 -0.3855
C -3.16097 2.14374 5.80615 -0.2 -1.3 1.1 1.0319
C -2.70970 3.38890 6.27668 -0.3 -0.2 -1.0 -0.8234
C -2.44139 3.58442 7.58668 -0.2 -0.7 -0.4 -0.5286
N -2.58682 2.54099 8.43788 1.9 2.4 2.6 0.0083
C -2.83260 1.31905 8.08501 -1.7 -0.8 -2.1 -0.2161
C -3.23648 1.09365 6.75185 0.8 0.4 0.4 -0.6924
C -2.19869 2.83425 9.87610 -0.1 -0.9 -0.2 -0.9098
H -3.22160 2.10538 -0.14406 -0.3 0.7 0.3 0.3748
H -5.09925 2.22346 -0.00911 0.4 0.1 -0.5 0.4863
H -4.16953 0.71199 -0.22110 -0.5 -0.3 0.4 0.0863
H -3.26160 -0.15129 1.67767 0.0 -0.6 0.5 0.7816
H -2.75435 -0.00752 4.29763 -0.1 -0.4 -0.3 0.3976
H -4.38727 3.89105 4.31577 -0.5 0.2 -0.5 0.6962
H -4.91491 3.60103 1.77553 -0.1 -0.1 -0.1 0.4719
H -2.57314 4.25597 5.64744 -0.1 -0.1 -0.3 0.4844
H -2.05953 4.56013 7.84856 -0.2 -0.2 1.0 0.4678
H -2.86268 0.55135 8.84406 0.0 0.0 0.1 0.4916
H -3.57315 0.08024 6.59046 -0.1 0.1 -0.7 0.6096
H -2.70887 3.75231 10.16759 0.5 0.0 0.1 0.3732
H -1.11090 2.78026 9.91991 0.0 0.9 0.0 0.3920
H -2.47889 2.00392 10.52428 -0.6 0.1 -0.2 0.3303
C 2.61648 9.22727 -3.93397 0.9 -0.2 0.2 -0.8410
N 1.96587 7.89937 -3.85040 -1.2 -2.9 0.9 0.0619
C 0.87798 7.70860 -2.98650 0.9 0.8 -1.4 -0.6097
C 0.20518 6.51195 -2.86821 0.1 0.8 0.3 -0.4264
C 0.63223 5.44820 -3.60329 -0.3 -1.1 -1.5 0.3762
C 1.72283 5.55899 -4.45333 0.8 1.3 0.5 -0.5279
C 2.43263 6.78305 -4.54834 -1.8 0.4 0.9 -0.4017
C -0.12328 4.15464 -3.66789 -1.0 1.4 -0.1 0.1896
C -1.45705 4.01727 -4.01171 -2.1 -1.2 0.7 -0.4911
C -2.11885 2.73840 -3.95709 1.4 2.1 -0.4 -0.4363
N -1.40597 1.65100 -3.67058 0.9 -0.8 -0.4 0.1321
C -0.08944 1.76435 -3.39635 -0.1 0.9 0.0 -0.7932
C 0.54101 3.03060 -3.37104 0.9 -3.8 0.2 -0.3039
C -2.09324 0.30297 -3.72193 -0.4 0.2 0.6 -0.9063
H 1.93066 9.95942 -4.36024 0.3 -0.1 -0.2 0.3556
H 3.56702 9.07660 -4.44572 -0.4 0.3 -0.7 0.3047
H 2.97778 9.55306 -2.95856 -0.6 -0.1 0.3 0.3972
H 0.47162 8.59035 -2.51345 0.4 0.2 0.1 0.5156
H -0.68073 6.41036 -2.25891 0.0 0.4 0.2 0.6460
H 1.98427 4.66407 -4.99845 0.5 0.4 -0.4 0.5913
H 3.28341 6.89687 -5.20378 0.0 0.3 0.0 0.4369
H -2.09737 4.87281 -4.16806 0.0 0.1 -0.4 0.6150
H -3.16158 2.57059 -4.18278 -0.1 0.3 0.0 0.6157
H 0.39700 0.82703 -3.17006 0.2 0.2 0.0 0.6523
H 1.60185 3.06202 -3.17089 0.1 -0.1 0.2 0.7137
H -2.88039 0.39497 -2.97358 -0.2 -0.4 -0.3 0.4088
H -1.47435 -0.54360 -3.42462 0.4 0.5 0.1 0.1071
H -2.48271 0.07815 -4.71485 -0.1 0.5 0.0 0.4335
C 3.14990 -2.55403 -0.61262 0.8 0.3 0.4 -0.8898
N 3.54122 -2.03888 -1.96623 -1.5 -0.6 0.1 0.1379
C 3.09956 -0.82005 -2.32967 1.3 -0.3 -1.1 0.4226
C 3.41907 -0.33794 -3.61833 0.4 -0.5 0.7 -1.2291
C 4.13362 -1.12978 -4.53499 0.1 -1.8 1.5 1.1259
C 4.50459 -2.45574 -4.10363 -1.1 0.4 1.0 -0.9310
C 4.11070 -2.90077 -2.84058 0.6 1.4 -0.1 -0.3473
C 4.59527 -0.67825 -5.86116 1.0 0.8 1.4 0.8995
C 5.06993 0.65618 -5.97965 -0.5 -1.3 -1.5 -0.6623
C 5.66098 0.98354 -7.18719 1.1 -0.4 -0.6 -0.5289
N 5.86487 0.05623 -8.19482 -0.9 -1.0 1.4 0.0387
C 5.39139 -1.20041 -8.02286 0.7 -0.1 0.1 -0.3233
C 4.83945 -1.63295 -6.82032 -0.7 1.0 -1.1 -0.8049
C 6.75367 0.31000 -9.35428 1.0 1.5 0.1 -0.7792
H 2.89731 -1.71064 0.03002 -0.5 -0.1 -0.3 -0.2873
H 4.01091 -2.96822 -0.08802 0.3 -0.2 -0.4 0.6897
H 2.38659 -3.32690 -0.70275 -0.1 0.3 -0.1 0.4338
H 2.57113 -0.29735 -1.54613 0.0 0.3 -0.2 0.6067
H 3.24788 0.70185 -3.85483 -0.5 0.0 0.0 0.2576
H 5.09935 -3.18695 -4.63088 0.0 0.3 -0.6 0.5706
H 4.31412 -3.86552 -2.39982 0.3 -0.2 -0.4 0.5673
H 4.98481 1.33745 -5.14597 0.2 0.2 -0.3 0.5384
H 6.16608 1.92120 -7.36622 -0.2 0.2 0.0 0.4487
H 5.57594 -1.89354 -8.83027 0.0 0.0 -0.1 0.4084
H 4.45900 -2.63528 -6.68997 0.3 -0.1 -0.3 0.5692
H 7.78902 0.35206 -9.01606 0.0 -0.4 0.5 0.4149
H 6.61775 1.34259 -9.67583 -0.5 -0.2 -0.5 0.3232
H 6.74331 -0.42325 -10.16070 -0.8 0.0 0.3 0.3168
C -5.98500 -9.04209 -3.69389 -0.3 0.2 0.2 -0.8115
N -5.06910 -8.19447 -2.90127 1.8 -0.3 0.3 -0.0051
C -3.75282 -8.13427 -3.26020 -0.2 0.3 0.7 -0.5486
C -2.83556 -7.40331 -2.50455 -1.1 -0.1 0.4 -0.3869
C -3.28277 -6.79477 -1.30321 0.8 -0.7 -0.5 0.7700
C -4.60199 -6.97472 -0.91945 0.1 -0.1 0.3 -0.7416
C -5.46733 -7.66383 -1.73986 -0.4 0.6 -0.7 -0.2397
C -2.30488 -6.07505 -0.42110 -1.0 0.7 1.6 0.8592
C -2.29369 -6.32146 0.99005 1.4 0.8 -0.9 -0.8457
C -1.38331 -5.60476 1.76545 0.2 1.4 -1.7 -0.2690
N -0.63689 -4.53864 1.20587 -0.6 -2.1 -0.6 0.3443
C -0.73004 -4.21141 -0.11216 -1.4 -1.7 0.6 -0.5196
C -1.57973 -4.98518 -0.90398 0.2 -0.2 -0.3 -0.8732
C 0.42943 -3.92376 1.97429 0.5 0.6 0.8 -1.0121
H -5.78450 -10.09460 -3.49358 0.0 0.1 0.1 0.3790
H -5.83726 -8.83936 -4.75463 -0.2 0.1 0.2 0.3830
H -6.97444 -8.77001 -3.32636 -0.1 -0.3 -0.6 0.2655
H -3.49086 -8.75933 -4.10108 0.2 0.2 -0.2 0.4957
H -1.78805 -7.37241 -2.76562 -0.1 -0.1 -0.2 0.5297
H -4.98984 -6.63933 0.03105 0.0 0.3 -0.1 0.4811
H -6.53117 -7.69344 -1.55609 0.0 -0.3 0.3 0.3962
H -2.88128 -7.10880 1.43866 0.0 0.0 0.1 0.6360
H -1.21573 -5.81043 2.81236 0.1 0.1 0.0 0.4665
H -0.15446 -3.38903 -0.51064 0.0 0.1 0.3 0.7973
H -1.69951 -4.79258 -1.95989 0.2 0.4 0.0 0.4188
H 0.18124 -2.87120 2.11071 0.1 -0.1 0.3 0.1859
H 1.40841 -3.95975 1.49639 -0.3 -0.2 -0.4 0.2245
H 0.57352 -4.46522 2.90926 -0.3 0.2 0.0 0.4323
C 1.48608 -2.19748 7.47024 -0.4 -0.5 0.4 -0.8590
N 1.22672 -1.03725 6.59922 0.0 -0.2 1.1 0.0666
C 0.62657 -1.30854 5.43530 1.1 1.3 -1.4 -0.9709
C 0.60870 -0.31848 4.46686 -1.0 0.8 0.5 -0.0175
C 1.06644 1.00704 4.74434 0.2 -2.3 0.0 0.7172
C 1.61971 1.22008 5.99527 -0.7 -0.3 1.0 -0.7642
C 1.62538 0.18255 6.96022 0.5 0.6 -1.6 -0.6164
C 1.10774 2.04016 3.69527 0.9 1.4 -0.3 0.8077
C 0.58987 3.31126 3.95547 -0.1 0.8 -1.1 -1.0161
C 0.76055 4.36091 3.02146 -0.6 -1.9 0.8 -0.2920
N 1.40821 4.11002 1.87728 -0.1 0.4 -1.0 0.1511
C 1.87309 2.89101 1.54422 0.7 -0.6 2.0 -0.9077
C 1.84582 1.88475 2.50535 -0.9 -0.4 -0.3 0.0958
C 1.76276 5.22613 0.97046 0.2 0.3 0.0 -1.0551
H 0.53602 -2.58369 7.83948 -0.1 -0.2 -0.3 0.3612
H 2.04678 -1.95877 8.37396 0.3 0.2 -0.5 0.3810
H 1.98550 -2.91422 6.81834 0.2 -0.1 0.5 0.3187
H 0.39015 -2.33586 5.20054 -0.2 0.0 0.3 0.5843
H 0.07276 -0.52804 3.55294 0.4 0.0 -0.4 0.3565
H 1.98365 2.20173 6.26042 0.2 0.0 0.2 0.7352
H 2.07088 0.26717 7.94042 0.0 0.2 0.0 0.5861
H 0.01375 3.50377 4.84846 0.1 0.1 0.1 0.6860
H 0.25653 5.31022 3.12724 0.4 0.2 0.1 0.4277
H 2.42925 2.77229 0.62607 -0.1 0.1 0.0 0.7003
H 2.33099 0.94073 2.30578 0.1 -0.1 -0.1 0.2548
H 2.85231 5.24032 0.94278 -0.1 0.4 0.1 0.4133
H 1.35110 6.15474 1.36582 0.2 -0.1 0.0 0.3406
H 1.41562 5.10471 -0.05564 -0.3 -0.4 0.2 0.3779
P 4.31103 -1.40211 3.03305 4.0 -0.8 2.3 1.5449
F 4.40685 -0.20237 1.93212 -1.0 0.2 0.0 -0.3440
F 5.80679 -0.99386 3.56155 -0.6 -0.7 -0.1 -0.3643
F 3.86734 -0.41554 4.23976 -2.0 0.6 -0.2 -0.3215
F 4.07837 -2.71080 4.07025 0.5 1.4 -1.2 -0.4301
F 2.74522 -1.64329 2.59278 0.4 0.0 -0.7 -0.6274
F 5.13973 -2.34084 1.98193 -2.2 -0.5 -0.3 -0.3314
P -0.24735 -0.10686 -0.03467 0.1 0.2 0.9 2.0654
F 0.15459 -1.22863 -1.12224 -0.8 0.2 -0.7 -0.3316
F 0.91488 0.88412 -0.65022 0.2 0.1 -0.3 -0.3906
F -1.30508 0.64976 -0.97976 -0.1 -0.7 -0.4 -0.6513
F -0.55497 0.98995 1.10236 0.0 0.8 0.5 -0.2544
F -1.39245 -1.02629 0.65605 0.3 -0.2 -0.8 -0.2677
F 0.86923 -0.75881 0.89759 0.3 -0.2 0.8 -0.7784
P -4.79872 -2.34643 -1.80345 -3.8 0.6 -1.7 1.5305
F -5.09782 -1.00408 -2.75356 1.0 -0.6 0.8 -0.3657
F -5.45924 -1.49966 -0.53705 0.9 -0.7 -0.4 -0.3980
F -6.31686 -2.91244 -2.21124 1.6 0.6 1.0 -0.3493
F -4.52593 -3.63611 -0.88769 0.2 -0.1 0.3 -0.3504
F -4.27946 -3.13188 -3.12836 1.1 0.4 0.7 -0.3983
F -3.31382 -1.78274 -1.39931 -0.1 0.1 -0.5 -0.5476



(4)
18
Properties=species:S:1:pos:R:3:forces:R:3:mulliken_charge:R:1 method="wB97M-V/def2-TZVPD" homo_ev=-8.7 total_energy_ha=-269.0288 homo_lumo_gap_ev=9.796 smiles=CC(C)NCN spin_multiplicity=1
C 0.41241 -1.21731 1.04034 4.0 -0.5 -1.2 -1.3035
C -0.59285 -0.27793 0.58356 -2.3 3.7 1.6 0.7075
C -2.02115 -0.79314 0.61103 -0.8 -2.2 -2.2 -1.3938
N -0.33154 0.23571 -0.81441 1.0 -1.9 1.2 -0.4968
C 0.67757 1.25174 -0.82788 1.0 1.2 -0.4 -0.5001
N 2.14282 1.09402 -0.94140 -0.5 0.5 2.1 -0.5369
H 1.43270 -0.74784 0.83309 -1.1 -0.4 0.0 0.2966
H 0.58421 -1.47955 2.09091 -1.2 -0.2 -0.2 0.3511
H 0.38305 -2.05040 0.30618 0.1 -0.2 0.9 0.2978
H -0.63800 0.68048 1.24887 0.6 -1.4 -0.7 0.2969
H -2.55823 -1.59476 1.19600 1.4 1.3 0.9 0.3295
H -2.71040 0.02637 0.41172 -0.2 -0.2 -0.1 0.2924
H -1.93403 -1.46084 -0.28347 -0.7 0.7 -0.3 0.3459
H -1.16697 0.61408 -1.24877 0.1 -0.2 0.3 0.2833
H 0.49561 1.79401 -1.71105 -1.1 1.5 -0.7 0.3784
H 0.61562 1.79149 0.09145 -0.6 1.1 0.5 0.3060
H 2.71846 1.83610 -1.28810 -0.7 0.7 -0.1 0.1791
H 2.49072 0.29776 -1.29806 1.0 -3.6 -1.5 0.1667